# 1
C20H17Cl5GeN6OS2Sc as an isolated structure. Source: the OMol25 dataset; level of theory: ωB97M-V with the def2-TZVPD basis set.

```
53
Properties=species:S:1:pos:R:3
Sc -1.0047 0.1602 -0.7038
C 0.8272 4.8112 -0.2669
S 1.8047 3.5123 0.5128
C 0.5643 2.3810 1.1016
S -1.0522 2.4356 0.4145
N 1.0468 1.5465 1.9320
N 0.2639 -1.2825 -0.0767
C -1.6710 0.4930 2.9689
C -2.7860 0.1574 2.1503
C -4.0442 0.1909 2.8018
C -5.1729 -0.2343 2.1632
C -5.0666 -0.7174 0.8535
C -3.8339 -0.6902 0.2642
N -2.7038 -0.2234 0.8533
H 1.5590 5.5421 -0.6093
H 0.2534 4.4423 -1.1134
H 0.1612 5.2820 0.4517
H -1.8141 0.9189 3.9471
H -4.0805 0.5388 3.8248
H -6.1294 -0.2103 2.6688
H -5.9190 -1.0859 0.3027
H -3.7251 -1.0473 -0.7515
N 3.9555 -1.6317 -2.8065
C 3.7782 -0.5696 -3.6378
O 4.4163 -0.4125 -4.6578
C 2.7149 0.4127 -3.2367
C 2.7826 1.7121 -3.7272
C 1.8080 2.6162 -3.3573
C 0.7944 2.1987 -2.5111
N 0.7060 0.9459 -2.0547
C 1.6518 0.0703 -2.4254
H 4.7132 -2.2560 -3.0278
H 3.6233 -1.6199 -1.8579
H 3.5959 1.9800 -4.3887
H 1.8215 3.6378 -3.7088
H 0.0167 2.8768 -2.1877
H 1.5267 -0.9385 -2.0575
Cl -2.5007 2.9430 -3.6809
Ge -3.4164 1.7092 -2.0859
Cl -5.2989 1.1722 -3.0628
Cl -2.1347 -0.5749 -2.7405
Cl 4.1183 -3.6980 0.8890
C 2.5358 -3.6441 1.6680
C 2.3521 -4.5951 2.7224
C 1.5013 -4.5381 3.7575
C 0.5735 -3.4752 4.0419
C -0.1556 -2.4386 3.9335
Cl -0.1108 0.2090 2.5632
C 1.6728 -2.7104 1.2252
N 0.9619 -2.0310 0.5556
H 2.9932 -5.4670 2.6584
H 1.4946 -5.3710 4.4473
H 0.0317 -3.4329 5.0616
```

## Properties
* expectation value of S²: 0.803
* calculated total energy: -7110.9997 Ha
* gap between HOMO and LUMO (spin up / spin down): 7.023 / 5.993 eV
* spin multiplicity: 2

---

# 2
C38H41ClN2O6RuSbSi as an isolated structure. Source: the OMol25 dataset; level of theory: ωB97M-V with the def2-TZVPD basis set.

```
91
Properties=species:S:1:pos:R:3
Ru -1.3400 -1.3746 0.7646
C -3.7425 -4.6359 1.0674
C -3.1041 -4.1871 -0.1973
N -2.3815 -3.0954 -0.3635
C -1.9930 -3.0603 -1.6863
C -2.4800 -4.1579 -2.3253
N -3.1794 -4.8481 -1.3685
C -2.4106 -4.6862 -3.7112
O -1.6935 -3.9995 -4.5688
O -2.9785 -5.7205 -3.9759
C -1.2242 -1.8793 -2.1812
O -0.8865 -1.8130 -3.3577
O -1.0043 -0.9888 -1.2794
H -4.0153 -3.7626 1.6562
H -3.0568 -5.2520 1.6511
H -4.6409 -5.2166 0.8628
H -3.6629 -5.7131 -1.5657
H -1.2785 -3.1948 -4.1516
Cl -2.2027 1.5150 7.3176
C -1.9813 1.2190 5.6216
C -1.0296 1.9771 4.9137
C -0.8149 1.7647 3.5804
C -1.5341 0.7711 2.8734
O -1.2404 0.5351 1.6378
C -2.5242 0.0438 3.5945
C -3.3515 -0.9213 2.9559
O -3.3816 -1.1500 1.7332
C -2.7138 0.2732 4.9757
H -0.4617 2.7262 5.4503
H -0.0707 2.3249 3.0283
H -4.0087 -1.5056 3.6180
H -3.4562 -0.3086 5.5103
C -0.2281 4.5935 0.8847
C 0.8143 4.8462 -0.1785
C 1.4697 6.0816 -0.1601
C 2.4760 6.3827 -1.0618
C 2.8478 5.4439 -2.0158
C 2.1986 4.2204 -2.0511
C 1.1851 3.9027 -1.1439
Sb 0.2042 1.9868 -1.3032
C -0.1180 2.3435 -3.4234
C -1.2315 3.1829 -3.5084
C -1.6850 3.6923 -4.7147
C -1.0182 3.3545 -5.8831
C 0.0822 2.5151 -5.8157
C 0.5421 1.9944 -4.6046
C 1.7332 1.0750 -4.6219
C 1.9860 0.9127 -0.6321
C 2.4400 1.5531 0.5332
C 3.4403 1.0292 1.3333
C 4.0305 -0.1781 0.9781
C 3.5832 -0.8334 -0.1535
C 2.5593 -0.3197 -0.9578
C 2.0899 -1.1725 -2.1040
H -0.7932 5.5032 1.0917
H 0.2485 4.2924 1.8232
H -0.9352 3.8094 0.6162
H 1.1768 6.8172 0.5822
H 2.9660 7.3482 -1.0244
H 3.6305 5.6661 -2.7304
H 2.4808 3.4970 -2.8096
H -1.7671 3.4660 -2.6041
H -2.5470 4.3481 -4.7362
H -1.3507 3.7391 -6.8391
H 0.6049 2.2455 -6.7271
H 2.2258 1.0932 -5.5943
H 1.4200 0.0470 -4.4288
H 2.4674 1.3513 -3.8622
H 2.0073 2.5049 0.8317
H 3.7578 1.5626 2.2212
H 4.8207 -0.6075 1.5821
H 4.0181 -1.7902 -0.4254
H 2.0428 -2.2215 -1.8011
H 2.7706 -1.1136 -2.9555
H 1.0998 -0.8803 -2.4410
C 2.4244 -3.9264 2.9245
Si 0.8111 -2.9694 2.9231
C 0.7949 -1.7645 4.3589
C -0.6014 -4.1977 3.1414
C 0.6003 -2.0466 1.3239
H 2.5714 -4.4741 3.8602
H 3.2696 -3.2456 2.7924
H 2.4478 -4.6477 2.1026
H 0.8329 -2.2985 5.3130
H -0.1010 -1.1372 4.3662
H 1.6629 -1.1002 4.3142
H -0.5546 -4.6671 4.1285
H -0.5522 -4.9945 2.3919
H -1.5810 -3.7155 3.0578
H 0.8841 -2.6578 0.4570
H 1.1888 -1.1209 1.2996
```

## Properties
* expectation value of S²: 8.758
* calculated total energy: -3118.3995 Ha
* gap between HOMO and LUMO (spin up / spin down): 7.022 / 5.930 eV
* spin multiplicity: 6

---

# 3
One molecule with the formula C3HCl2NO at a distorted geometry. Source: the OMol25 dataset; level of theory: ωB97M-V with the def2-TZVPD basis set.

```
8
Properties=species:S:1:pos:R:3
C -0.9026 -0.5867 0.1333
C -0.0059 0.2736 0.8462
C 0.9612 0.4817 -0.0370
H -0.0205 0.6094 1.8891
N -0.5176 -0.7969 -1.0975
O 0.6303 -0.0445 -1.2176
Cl -2.3042 -1.3657 0.6703
Cl 2.2033 1.6195 -0.0892
```

## Properties
* calculated total energy: -1165.2390 Ha
* gap between HOMO and LUMO: 10.815 eV
* SMILES: Clc1cc(Cl)on1

---

# 4
A 8-piece molecular cluster, C50H111N7O10 overall at a distorted geometry. Source: the OMol25 dataset; level of theory: ωB97M-V with the def2-TZVPD basis set.

```
178
Properties=species:S:1:pos:R:3
C 29.1577 16.0792 25.4363
C 29.4455 16.2244 26.9311
O 29.7036 17.5875 27.2847
O 30.4266 16.0190 24.7618
H 28.5217 16.9005 25.1139
H 28.7050 15.0790 25.3237
H 30.2460 15.5670 27.2500
H 28.5356 15.9871 27.5081
H 28.9465 18.1181 27.0308
H 30.3588 16.3788 23.8731
C 32.7806 11.8444 23.6739
C 33.9237 12.3584 24.5482
O 34.1053 11.7549 25.8437
O 33.1784 10.7494 22.8555
H 32.3616 12.5838 23.0019
H 32.0142 11.5116 24.3970
H 33.9751 13.4455 24.6133
H 34.8600 12.1292 24.0105
H 34.4971 10.8900 25.6936
H 33.7129 10.1137 23.3397
C 29.9658 11.5804 27.7157
O 29.1324 11.2316 28.5464
N 29.9525 12.7565 26.9431
N 31.1990 10.9008 27.5592
H 30.7002 12.9929 26.3261
H 29.4176 13.5395 27.2703
H 31.8258 11.2783 26.8766
H 31.3197 9.9651 27.8952
C 29.4292 9.7512 32.8521
C 28.9333 8.3412 32.5118
C 27.5853 8.1479 33.2334
C 26.6358 7.0760 32.6803
C 26.5325 7.2057 31.1692
C 27.8708 7.2447 30.4430
N 28.7165 8.2738 31.0750
O 29.8061 8.7679 30.2485
C 28.5812 5.8839 30.4544
C 27.5845 7.6796 29.0265
C 29.9946 7.3458 33.0493
H 28.8118 10.4871 32.3034
H 30.4112 10.1054 32.5284
H 29.3061 9.9649 33.9164
H 27.9323 7.8171 34.2176
H 26.9950 9.0572 33.3757
H 25.6481 7.1339 33.1325
H 27.0337 6.0814 32.9248
H 25.9809 8.1282 30.9692
H 25.9950 6.3907 30.6727
H 28.5940 5.5232 31.4792
H 28.0172 5.1155 29.9048
H 29.5712 5.9144 30.0086
H 26.9762 8.5822 28.9416
H 28.4911 7.8528 28.4510
H 27.0437 6.8816 28.5039
H 30.0584 6.4144 32.5063
H 30.0127 7.1559 34.1314
H 30.9977 7.8001 32.9914
H 29.4900 9.6790 30.1156
C 33.1099 9.6812 31.3597
C 34.0672 8.8736 30.5133
C 35.0488 9.7709 29.7798
C 36.0812 10.4059 30.6995
C 36.8575 9.2621 31.3721
C 35.9658 8.2358 32.0837
N 34.8906 7.8362 31.1770
O 34.0079 6.9634 31.8842
C 36.8431 6.9837 32.2745
C 35.5627 8.7816 33.4550
C 33.3127 8.1355 29.4234
H 33.5203 10.1892 32.2295
H 32.2334 9.1129 31.6527
H 32.8046 10.5037 30.7041
H 35.6027 9.2391 29.0026
H 34.5094 10.6081 29.3167
H 35.6972 10.9991 31.5379
H 36.8183 11.0295 30.1892
H 37.4865 9.6388 32.1962
H 37.6262 8.8460 30.7136
H 36.4289 6.0606 31.8924
H 37.8541 7.1469 31.8851
H 37.1129 6.8607 33.3342
H 35.0696 9.7444 33.3359
H 34.8194 8.1078 33.8822
H 36.4525 8.8493 34.0695
H 33.0666 8.8050 28.5924
H 32.3720 7.6803 29.7468
H 33.8883 7.3051 29.0078
H 33.9452 6.1532 31.3648
C 23.0059 11.2901 25.7309
C 23.9842 11.8738 24.6876
C 24.7391 13.0603 25.3242
C 26.0337 12.7157 26.0472
C 26.9034 11.7631 25.2342
C 26.2056 10.5389 24.7042
N 24.9390 10.9659 24.0598
O 24.2229 9.8016 23.5350
C 26.9794 9.7931 23.6321
C 25.8471 9.5933 25.8503
C 23.1434 12.4809 23.5721
H 22.5810 10.3469 25.3963
H 22.1977 12.0084 25.8241
H 23.5853 11.1554 26.6392
H 24.9191 13.8401 24.5809
H 24.0651 13.4660 26.0887
H 25.8379 12.3649 27.0657
H 26.6321 13.6238 26.1919
H 27.7896 11.5889 25.8538
H 27.3237 12.3336 24.3891
H 26.9025 10.2096 22.6329
H 27.9976 9.5585 23.9504
H 26.5255 8.7967 23.5686
H 26.7643 9.2731 26.3780
H 25.2682 10.0642 26.6392
H 25.4133 8.6468 25.5297
H 22.5057 11.7642 23.0455
H 23.7485 12.9979 22.8178
H 22.4848 13.2691 23.9518
H 23.9803 10.1205 22.6563
C 32.6148 13.2871 31.9653
C 31.4198 14.2478 31.8507
C 30.3020 13.4367 31.1748
C 28.9766 14.1072 31.3598
C 28.6348 14.1596 32.8409
C 29.6262 15.0575 33.5425
N 30.9819 14.7021 33.1534
O 31.9689 15.4798 33.8243
C 29.3255 16.5537 33.2521
C 29.5533 14.8737 35.0550
C 31.8726 15.4068 30.9395
H 32.6705 12.7732 32.9364
H 33.5628 13.8060 31.7912
H 32.6347 12.4331 31.2863
H 30.5669 13.2834 30.1237
H 30.2789 12.4161 31.5791
H 28.1319 13.8383 30.7199
H 29.1260 15.1415 30.9969
H 28.5555 13.1807 33.3101
H 27.6633 14.6657 32.8630
H 28.9160 17.0622 34.1235
H 30.2700 17.0689 33.0702
H 28.6263 16.6688 32.4256
H 29.3898 13.8257 35.3262
H 30.4593 15.2096 35.5551
H 28.7338 15.4531 35.4792
H 32.5525 16.0225 31.5384
H 31.0208 16.0362 30.6710
H 32.4532 15.1012 30.0706
H 32.4751 14.8271 34.3277
C 29.1284 6.9795 22.1677
C 30.1049 7.1077 23.3320
C 29.2871 6.8854 24.5811
C 30.1238 6.5445 25.7942
C 30.9375 5.2695 25.4713
C 31.8079 5.4076 24.2276
N 31.1015 6.0740 23.1867
O 31.8523 6.1253 21.9478
C 33.1154 6.1015 24.6526
C 32.1531 3.9713 23.8130
C 30.6841 8.5322 23.3915
H 28.5056 6.0908 22.2205
H 29.6550 6.9406 21.2101
H 28.5305 7.8928 22.0973
H 28.6952 7.7755 24.8012
H 28.5913 6.0413 24.5341
H 29.5270 6.2775 26.6646
H 30.7382 7.3913 26.1080
H 30.1751 4.4967 25.4603
H 31.6278 5.2370 26.3168
H 33.6499 5.4489 25.3357
H 33.6899 6.3354 23.7533
H 32.9254 7.0542 25.1610
H 32.5547 3.9632 22.7935
H 32.8004 3.4467 24.5054
H 31.2186 3.4111 23.6897
H 30.0810 9.2627 23.9182
H 31.1308 8.8846 22.4569
H 31.6159 8.4384 23.9879
H 32.3291 6.9815 21.9388
```

## Properties
* calculated total energy: -3107.0870 Ha
* gap between HOMO and LUMO: 7.880 eV
* SMILES: CC1(C)CCCC(C)(C)N1O.CC1(C)CCCC(C)(C)N1O.CC1(C)CCCC(C)(C)N1O.CC1(C)CCCC(C)(C)N1O.CC1(C)CCCC(C)(C)N1O.NC(N)=O.OCCO.OCCO

---

# 5
One molecule with the formula C5H9N3. Source: the OMol25 dataset; level of theory: ωB97M-V with the def2-TZVPD basis set.

```
17
Properties=species:S:1:pos:R:3
C -0.0063 -0.6719 -1.6437
C -0.7065 1.8813 -0.2442
C -0.0865 -1.5383 0.7935
C 0.2430 -0.4794 -0.1657
C 0.2239 0.8959 0.3989
N -0.9953 -2.1290 1.3934
N 1.2246 -1.4111 0.4461
N 0.9815 1.1085 1.3886
H -0.6993 -2.8704 2.0243
H 1.9000 -1.0162 1.0870
H 0.9391 2.0483 1.7736
H -1.0332 -0.4175 -1.8953
H 0.1646 -1.7143 -1.8988
H 0.6717 -0.0546 -2.2308
H -1.7137 1.4700 -0.2719
H -0.3915 2.0815 -1.2668
H -0.7162 2.8172 0.3117
```

## Properties
* calculated total energy: -360.1283 Ha
* gap between HOMO and LUMO: 10.153 eV
* SMILES: [H]/N=C1\N[C@]1(C)/C(C)=N/[H]

---

# 6
One molecule with the formula C10H9NO at a distorted geometry. Source: the OMol25 dataset; level of theory: ωB97M-V with the def2-TZVPD basis set.

```
21
Properties=species:S:1:pos:R:3
C -3.2383 0.9307 0.0681
C -1.8808 0.2881 -0.0253
C -1.7886 -1.0823 -0.0037
C -0.5028 -1.7293 0.0007
C 0.6614 -0.9318 0.0139
C 3.0647 -0.7158 -0.0187
C 3.0961 0.6777 -0.0287
C 1.7847 1.3654 -0.0631
C 0.5512 0.4806 -0.1312
C -0.6970 1.0668 -0.1419
H -3.8584 0.6747 -0.8316
H -3.7441 0.6142 0.9598
H -3.1455 1.9997 0.0669
H -2.7212 -1.6232 0.0818
H -0.4201 -2.7916 -0.1446
H 2.0348 -2.4337 0.3166
H 4.0216 -1.2860 -0.0240
H 4.0312 1.2690 -0.0083
H -0.8138 2.1572 -0.2549
N 1.9419 -1.4629 0.0341
O 1.6228 2.5325 0.1341
```

## Properties
* calculated total energy: -516.4581 Ha
* gap between HOMO and LUMO: 8.657 eV
* SMILES: Cc1ccc2[nH]ccc(=O)c2c1

---

# 7
C23H25EuF3NO as an isolated structure at a distorted geometry. Source: the OMol25 dataset; level of theory: ωB97M-V with the def2-TZVPD basis set.

```
54
Properties=species:S:1:pos:R:3
C 2.1687 0.4279 0.7993
C 1.9741 -0.3648 -0.3719
C 2.0453 0.4850 -1.5051
H 1.8536 -1.4544 -0.4034
C 2.2679 1.8149 -1.0456
C 2.3820 1.7850 0.3799
H 2.3545 2.6892 -1.6905
C -1.6065 -2.6589 1.0654
C -0.3361 -3.0015 0.5143
C -0.4092 -2.8589 -0.8930
H 0.5381 -3.3135 1.0790
C -1.7107 -2.3530 -1.2173
C -2.4623 -2.2959 -0.0006
H 2.0333 0.1576 -2.5476
H 2.5566 2.6438 1.0345
H 2.1566 0.0530 1.8275
H -3.5139 -2.0224 0.0604
H 0.3829 -3.0649 -1.6120
H -1.8737 -2.6914 2.1178
Eu -0.1684 1.4510 0.1134
C -2.0087 -1.4803 -2.4312
C -3.5084 -1.4429 -2.7313
C -1.1764 -1.9015 -3.6399
H -3.8963 -2.4610 -2.9026
H -3.7111 -0.8642 -3.6437
H -4.0682 -0.9811 -1.9054
H -1.3241 -2.9676 -3.8722
H -0.1035 -1.7491 -3.4635
H -1.4665 -1.3343 -4.5341
C -1.4921 -0.0849 -1.8729
C -1.2118 1.2152 -2.6149
H -0.5042 -0.3976 -1.4245
H -2.1915 0.1789 -1.0465
O -0.8008 2.1824 -1.8600
N -1.3307 1.4045 -3.9263
C -0.4994 2.4661 -4.5659
H -1.5902 0.6327 -4.5189
C 0.8509 1.8868 -4.9127
C 2.0177 2.6244 -4.6818
H 1.9252 3.6380 -4.2754
C 3.2638 2.0512 -4.9468
H 4.1684 2.6354 -4.7725
C 3.3415 0.7436 -5.4371
H 4.3090 0.3110 -5.6686
C 2.1785 0.0049 -5.6719
H 2.2192 -1.0183 -6.0435
C 0.9320 0.5952 -5.4470
H 0.0135 0.0451 -5.6719
H -0.4260 3.3290 -3.8963
H -1.0250 2.7803 -5.4696
F -0.1823 0.2674 3.4661
C -0.7998 1.2562 2.7082
F -2.1660 1.0371 2.8590
F -0.5345 2.4482 3.3640
```

## Properties
* expectation value of S²: 12.164
* calculated total energy: -2031.2045 Ha
* gap between HOMO and LUMO (spin up / spin down): 3.389 / 5.714 eV
* spin multiplicity: 7

---

# 8
A 10-piece molecular cluster, C9H36ClO13 overall at a distorted geometry. Source: the OMol25 dataset; level of theory: ωB97M-V with the def2-TZVPD basis set.

```
59
Properties=species:S:1:pos:R:3
Cl 0.5783 0.0429 0.3158
O 0.6399 0.2336 -1.1216
O 0.1953 1.3369 0.8899
O -0.3893 -0.9819 0.6813
O 1.8351 -0.3112 0.9092
C -3.9970 -0.7159 1.2703
O -3.9904 -1.5764 2.4269
H -4.9943 -0.8219 0.8624
H -3.6566 0.2719 1.6024
H -3.2098 -0.9755 0.5505
H -3.1942 -1.3625 2.9331
C -2.4135 2.8530 -0.2953
O -3.6262 3.2122 -0.9255
H -2.3777 1.7847 -0.0696
H -1.5593 3.1370 -0.9233
H -2.1995 3.3802 0.6373
H -3.6258 2.5970 -1.6700
C 0.8888 0.0271 -3.4773
O 1.0771 1.2726 -2.8427
H 0.5544 -0.7461 -2.7808
H 0.0690 0.1850 -4.1857
H 1.7427 -0.3240 -4.0662
H 1.4050 1.1650 -1.9436
C 0.8841 -4.1374 -0.5507
O 2.0939 -3.6115 -0.0214
H 0.7193 -5.1358 -0.1433
H 0.0813 -3.4949 -0.1832
H 0.8715 -4.2556 -1.6375
H 2.0796 -2.6596 -0.1680
C 4.1337 1.1892 -2.5731
O 3.7361 1.3129 -1.2239
H 3.7921 2.0582 -3.1532
H 5.2237 1.2235 -2.5657
H 3.7366 0.3381 -3.1302
H 3.0552 0.6719 -0.9901
C -1.3344 -0.1550 3.9775
O -1.2124 -1.5005 3.5405
H -1.3632 0.5680 3.1602
H -2.2164 -0.0382 4.6047
H -0.4630 0.0847 4.5940
H -0.6191 -1.5129 2.7804
C 1.8038 4.1199 -0.7231
O 1.5841 3.9043 0.6717
H 2.8113 4.5226 -0.8511
H 1.7016 3.1900 -1.2791
H 1.1204 4.8997 -1.0804
H 1.0078 3.1272 0.7265
C -2.4175 -0.1660 -1.9975
O -3.1076 0.9552 -2.5679
H -2.4840 -1.0072 -2.6916
H -1.3740 0.0854 -1.8234
H -2.8357 -0.3834 -1.0104
H -4.0063 0.6656 -2.7500
C 1.8564 -2.9604 3.3715
O 3.0226 -3.6848 3.8529
H 2.0210 -1.8835 3.3798
H 1.5883 -3.3669 2.3966
H 1.0562 -3.2012 4.0723
H 3.7009 -3.4452 3.2088
```

## Properties
* calculated total energy: -1802.4440 Ha
* gap between HOMO and LUMO: 9.766 eV
* total charge: -1

---

# 9
A 2-piece molecular cluster, CH6NP overall at a distorted geometry. Source: the OMol25 dataset; level of theory: ωB97M-V with the def2-TZVPD basis set.

```
9
Properties=species:S:1:pos:R:3
C -1.1693 0.1141 0.1316
N 1.4970 0.0799 -0.4299
P 0.0770 0.1428 -1.2453
H -1.0838 -0.7527 0.7796
H -2.1874 0.1227 -0.2814
H -1.0949 1.1009 0.5728
H 2.1423 -0.2824 -1.0162
H 1.6013 -0.2877 0.5357
H 0.2102 -2.0891 -1.7506
```

## Properties
* calculated total energy: -437.7005 Ha
* gap between HOMO and LUMO: 8.058 eV